P:
The following is a DFT calculation (the ωB97M-V functional and the def2-TZVPD basis) of C2H3N3O in the gas phase.

Properties
HOMO-LUMO gap in eV: 10.619
Lowest unoccupied orbital energy in eV: 0.61
Structure (SMILES): [H]/N=C/ONC#N
HOMO in eV: -10.01
Molar mass in g mol⁻¹: 85.07

Element x y z (Å)
O  0.53  0.01  -0.58
N  0.57  -0.58  1.72
N  -2.05  1.82  -1.68
N  -0.83  -0.11  -0.93
C  1.06  -0.19  0.64
C  -1.40  0.92  -1.42
H  2.27  -0.18  0.44
H  -1.37  -0.93  -0.68
H  1.20  -0.75  2.50

=====

Q:
The following is a DFT calculation (the ωB97M-V functional and the def2-TZVPD basis) of C2H3N3O in the gas phase.

Properties
HOMO-LUMO gap in eV: 10.312
Lowest unoccupied orbital energy in eV: 0.66
Structure (SMILES): Oc1ncn[nH]1
HOMO in eV: -9.65
Molar mass in g mol⁻¹: 85.07

Element x y z (Å)
O  1.99  0.07  0.00
N  -0.10  1.09  -0.03
N  -0.08  -1.10  -0.07
N  -1.45  0.71  0.06
C  -1.38  -0.62  -0.05
C  0.64  -0.08  0.00
H  0.23  2.06  -0.22
H  2.40  -0.82  0.19
H  -2.25  -1.31  0.12

=====

Q takes first place; second place is 307.8 kJ/mol up.